<w>
C4H11NO3 | wB97M-V/def2-TZVPD

Last columns: bonded neighbours and bond lengths (Å).
Geometry (Å):
1 N -2.470 -1.054 -1.061  C2 1.369, H8 1.003, H9 1.012
2 C -1.294 -0.681 -0.468  N1 1.369, O3 1.216, C4 1.512
3 O -1.284 -0.511 0.736  C2 1.216
4 C -0.018 -0.560 -1.271  C2 1.512, C5 1.557, H10 1.089, H11 1.092
5 C 0.443 0.928 -1.277  C4 1.557, C6 1.519, H12 1.092, H13 1.109
6 C 1.101 1.470 -0.020  C5 1.519, O7 1.431, H14 1.088, H15 1.104
7 O 2.376 2.005 -0.389  C6 1.431, H16 0.961
8 H -2.646 -1.275 -2.023  N1 1.003
9 H -3.231 -1.274 -0.431  N1 1.012
10 H 0.720 -1.256 -0.873  C4 1.089
11 H -0.074 -0.788 -2.337  C4 1.092
12 H 0.822 1.225 -2.258  C5 1.092
13 H -0.498 1.514 -1.314  C5 1.109
14 H 0.508 2.270 0.418  C6 1.088
15 H 1.290 0.636 0.678  C6 1.104
16 H 3.047 1.874 0.286  O7 0.961
17 O 0.861 -1.443 3.074  H18 0.940, H19 0.943
18 H 0.569 -1.583 2.191  O17 0.940
19 H 0.148 -1.052 3.552  O17 0.943

Summary:
SMILES ... NC(=O)CCCO.O
HOMO energy ... -10.1 eV
Orbital gap ... 10.85 eV
Net charge ... 0
E_LUMO ... 0.7128 eV
Molecular weight ... 121.1 Da

<x>
C4H11NO3 | wB97M-V/def2-TZVPD

Last columns: bonded neighbours and bond lengths (Å).
Geometry (Å):
1 C 2.127 -0.943 -0.417  C2 1.647, H8 1.121, H9 1.116, H10 1.131
2 C 0.483 -1.036 -0.391  C1 1.647, N3 1.504, H11 1.055, H12 1.095
3 N -0.107 0.293 -0.006  C2 1.504, C4 1.577, H13 1.054
4 C -1.023 -0.108 1.214  N3 1.577, C5 1.556, H14 1.191, H15 1.103
5 C -0.339 -1.042 2.254  C4 1.556, O6 1.187, O7 1.361
6 O 0.173 -2.096 2.068  C5 1.187
7 O -0.303 -0.560 3.527  C5 1.361, H16 0.933
8 H 2.660 -0.946 0.569  C1 1.121
9 H 2.561 -0.022 -0.874  C1 1.116
10 H 2.612 -1.792 -0.984  C1 1.131
11 H 0.298 -1.933 0.133  C2 1.055
12 H 0.109 -1.250 -1.398  C2 1.095
13 H 0.672 0.854 0.427  N3 1.054
14 H -1.525 0.936 1.492  C4 1.191
15 H -1.818 -0.719 0.753  C4 1.103
16 H 0.285 -1.043 4.066  O7 0.933
17 O -2.566 4.012 -4.369  H18 0.957, H19 1.025
18 H -2.037 3.274 -4.671  O17 0.957
19 H -2.262 4.120 -3.396  O17 1.025

Summary:
SMILES ... CCNCC(=O)O.O
HOMO energy ... -9.6 eV
Orbital gap ... 10.24 eV
Net charge ... 0
E_LUMO ... 0.6449 eV
Molecular weight ... 121.1 Da

Which of the structures shown above is the most stable? The most stable is <w>.